Entry 1:
DFT (ωB97M-V with the def2-TZVPD basis set) results for a structure of composition C12H21AsCl2N3O2OsS.

Each line ends with the Mulliken charge.
Cartesian coordinates (Å):
1 Os -0.26870 0.09682 -1.34119  1.507
2 O 3.56408 0.94148 -1.94346  -0.387
3 C 2.40460 1.06896 -1.82362  0.072
4 O 1.56151 -0.06600 -1.71026  -0.601
5 C 1.60102 2.32366 -1.76072  0.697
6 C 2.17035 3.56888 -1.88309  -0.538
7 C 1.33387 4.68090 -1.83307  -0.321
8 C -0.03014 4.49375 -1.66301  -0.788
9 C -0.53145 3.21062 -1.53577  0.143
10 N 0.27601 2.13756 -1.58332  -0.217
11 H 3.24044 3.65110 -2.02550  0.503
12 H 1.74211 5.67865 -1.93121  0.496
13 H -0.71084 5.33276 -1.63620  0.444
14 H -1.58967 3.03559 -1.40280  0.421
15 Cl -2.65067 0.53577 -1.43403  -0.080
16 C -3.69077 -0.78318 -2.29098  -0.396
17 Cl -2.70416 -2.05863 -2.89047  0.006
18 H -4.16092 -0.23001 -3.10042  0.406
19 H -4.37295 -1.10609 -1.50949  0.389
20 C 0.60300 -3.37612 -2.27802  -0.978
21 As 0.22141 -2.32219 -0.71134  0.175
22 C 1.88292 -2.34570 0.26635  -1.189
23 C -1.10487 -3.26137 0.33125  -1.016
24 H 0.98070 -4.33254 -1.90686  0.444
25 H 1.37610 -2.88079 -2.86494  0.366
26 H -0.28985 -3.53882 -2.87550  0.343
27 H 1.96353 -3.31945 0.75294  0.482
28 H 1.94721 -1.54043 0.99504  0.426
29 H 2.69556 -2.22550 -0.44844  0.378
30 H -0.57471 -3.95091 0.99056  0.434
31 H -1.74117 -3.83196 -0.34372  0.420
32 H -1.71912 -2.57752 0.91535  0.399
33 C -0.49480 0.70045 5.20525  -1.058
34 N -0.53014 1.08741 3.78921  -0.132
35 C -0.26930 0.27433 2.79479  0.692
36 N 0.03950 -0.99515 3.02353  -0.230
37 S -0.33821 0.97398 1.18303  -0.297
38 H -0.70424 1.58607 5.79634  0.355
39 H 0.49763 0.33377 5.46900  0.383
40 H -1.25880 -0.04949 5.41047  0.381
41 H -0.76979 2.04369 3.56719  0.264
42 H 0.11614 -1.35394 3.96536  0.219
43 H 0.28760 -1.61038 2.27176  -0.015

Output
- Spin multiplicity: 5
- Energy relative to the best compared isomer or geometry (same formula, charge and spin): 0.0 kJ/mol
- Expectation value of S²: 6.03
- HOMO-LUMO gap (spin up / spin down): 8.701 / 5.918 eV
- Total charge: +3


Entry 2:
DFT (ωB97M-V with the def2-TZVPD basis set) results for a structure of composition C12H21CdO3P at a distorted geometry.

Each line ends with the Mulliken charge.
Cartesian coordinates (Å):
1 O -1.75999 -0.59852 3.12696  -0.078
2 C -1.31464 -0.35108 2.10964  0.073
3 Cd 0.08649 0.40797 -0.97145  0.989
4 C -0.89392 2.32606 -0.98874  0.193
5 C -0.44673 -1.78746 -1.64996  0.142
6 O -1.35501 3.36351 -1.21446  -0.046
7 O -0.72684 -2.74382 -2.21333  -0.059
8 C 3.00095 1.64012 -2.22546  -1.311
9 C 3.60437 0.51974 -1.39023  0.698
10 C 5.02097 0.85082 -0.95971  -1.671
11 P 2.46831 -0.04476 -0.07323  -0.155
12 C 2.82544 -1.81741 0.22999  0.805
13 C 4.30310 -2.16790 0.30464  -1.481
14 C 2.02866 -2.40350 1.41868  -1.296
15 C 2.77162 0.97865 1.44980  0.790
16 C 4.06772 0.69340 2.21869  -1.362
17 C 2.59903 2.49662 1.17538  -1.295
18 H 2.94739 2.60588 -1.68428  0.255
19 H 2.00030 1.46003 -2.62348  0.252
20 H 3.65979 1.78975 -3.07584  0.437
21 H 3.67799 -0.37002 -2.02345  0.412
22 H 5.09505 1.81090 -0.41474  0.302
23 H 5.51462 0.10083 -0.34343  0.332
24 H 5.65548 0.95425 -1.85208  0.484
25 H 2.40443 -2.27409 -0.67656  0.354
26 H 4.80816 -1.70114 1.16220  0.231
27 H 4.41536 -3.25425 0.39737  0.475
28 H 4.85231 -1.87065 -0.58194  0.371
29 H 0.94051 -2.27856 1.34644  0.284
30 H 2.23776 -3.48828 1.43546  0.457
31 H 2.36304 -1.95701 2.38328  0.262
32 H 1.92636 0.66586 2.07571  0.322
33 H 4.96526 0.92866 1.63282  0.223
34 H 4.08484 1.29847 3.13808  0.481
35 H 4.17279 -0.35749 2.52759  0.268
36 H 1.63327 2.76928 0.69339  0.178
37 H 2.62728 3.00075 2.15020  0.469
38 H 3.39338 2.92590 0.53634  0.215

Output
- HOMO-LUMO gap: 8.356 eV
- Total charge: +2


Entry 3:
DFT (ωB97M-V with the def2-TZVPD basis set) results for a structure of composition C12H21ClFeN3O4 at a distorted geometry.

Each line ends with the Mulliken charge.
Cartesian coordinates (Å):
1 Fe 1.48121 0.91568 3.01706  1.038
2 Cl 2.29382 0.05669 -0.40935  1.610
3 O 3.64890 -0.37269 -0.56633  -0.451
4 O 1.41338 -1.05327 -0.17974  -0.290
5 O 2.17684 0.65107 0.93567  -0.325
6 O 1.81119 0.89647 -1.43697  -0.448
7 C 0.40016 4.63722 -3.15833  -1.070
8 C -0.31145 4.70255 -1.80417  -0.609
9 C -0.74295 3.32360 -1.25443  0.147
10 C -1.90692 2.80932 -1.97434  0.274
11 N -2.82681 2.43023 -2.54912  -0.469
12 H 0.89114 5.58735 -3.34212  0.359
13 H -0.31085 4.38818 -3.94475  0.340
14 H 1.13221 3.82460 -3.14769  0.249
15 H -1.20716 5.31511 -1.91727  0.333
16 H 0.31783 5.17142 -1.04629  0.355
17 H -0.92420 3.24373 -0.18241  0.384
18 H 0.11024 2.67008 -1.46617  -0.178
19 C -3.95508 -0.52322 -0.99386  -1.454
20 C -2.59474 -0.08986 -0.44547  -0.017
21 C -2.36108 -0.71442 0.96866  -0.518
22 C -1.26963 -0.05445 1.68362  0.367
23 N -0.43326 0.47846 2.24875  -0.319
24 H -4.76971 -0.25381 -0.32677  0.375
25 H -3.96666 -1.58466 -1.23905  0.374
26 H -4.08548 -0.00361 -1.94353  0.382
27 H -2.56340 0.98406 -0.25669  0.065
28 H -1.79426 -0.39536 -1.11602  0.331
29 H -2.17726 -1.78842 0.92304  0.365
30 H -3.22342 -0.51756 1.61568  0.370
31 C 1.10996 -4.52755 1.13637  -0.971
32 C 2.55447 -4.02913 1.38312  -0.341
33 C 2.76713 -3.49508 2.78752  -0.585
34 C 2.36770 -2.11656 3.06994  0.398
35 N 2.02895 -1.04652 3.29618  -0.316
36 H 0.41670 -3.71148 0.92556  0.126
37 H 0.79638 -5.05546 2.03298  0.387
38 H 1.13890 -5.13966 0.23856  0.351
39 H 2.88004 -3.24489 0.69572  0.260
40 H 3.25061 -4.85074 1.22612  0.334
41 H 3.85925 -3.33338 2.90362  0.312
42 H 2.57729 -4.18406 3.61269  0.473

Output
- Spin multiplicity: 6
- Energy relative to the best compared isomer or geometry (same formula, charge and spin): 0.0 kJ/mol
- Expectation value of S²: 8.77
- HOMO-LUMO gap (spin up / spin down): 6.911 / 3.393 eV
- Total charge: +2


Number 1: calculated total energy -4428.5443 Eh. Number 2: calculated total energy -1204.0129 Eh. Number 3: calculated total energy -2657.9215 Eh.